ORCA calculation (the ωB97M-V functional and the def2-TZVPD basis) on a molecular structure, C13H19ClN2O2SV.

As for the calculated total energy: -2568.51319 hartree. The spin multiplicity is 2. As for the net charge: +2.

Geometry as XYZ:
```
39
C13H19ClN2O2SV (the ωB97M-V functional and the def2-TZVPD basis)
Cl -1.969 -2.097 -1.417
C 1.357 -2.104 -2.965
C 2.095 -0.894 -2.767
C 1.216 0.209 -3.034
H 3.163 -0.830 -2.574
C -0.051 -0.316 -3.490
C 0.053 -1.761 -3.419
H -0.715 -2.446 -3.770
H 1.740 -3.118 -2.831
H 1.457 1.269 -3.039
C -1.213 0.489 -3.961
V 0.095 -0.889 -1.356
C 1.480 -0.054 -0.349
C 0.202 -2.212 0.016
O 2.323 0.338 0.366
O 0.248 -2.855 0.991
H -1.228 1.470 -3.470
H -2.151 -0.031 -3.734
H -1.149 0.648 -5.047
C 0.526 2.818 0.974
N 0.248 1.749 1.931
C 1.004 1.755 3.180
C -0.604 0.787 1.565
S -1.082 0.804 -0.135
N -1.097 -0.163 2.383
C -0.421 -0.641 3.586
C -2.301 -0.911 2.043
H 1.162 3.547 1.470
H -0.422 3.287 0.685
H 1.030 2.448 0.076
H 0.331 1.849 4.040
H 1.641 0.866 3.286
H 1.653 2.630 3.159
H -0.980 -1.514 3.933
H 0.617 -0.955 3.390
H -0.454 0.114 4.384
H -2.761 -0.492 1.147
H -2.059 -1.961 1.860
H -2.983 -0.834 2.895
```